i:
The following is a DFT calculation (ωB97M-V with the def2-TZVPD basis set) of a 12-piece molecular cluster, C5H33NO13 overall.

CARTESIAN COORDINATES (ANGSTROEM)
C -0.35 2.62 1.44
N 0.27 1.63 0.53
C 0.03 0.20 0.74
C -1.47 -0.10 0.96
O -2.23 0.78 0.70
C 0.43 -0.71 -0.42
C 1.93 -1.09 -0.39
O 2.11 -2.47 -0.20
H -1.30 2.37 1.88
H 0.33 2.77 2.29
H -0.28 3.56 0.89
H -0.01 1.92 -0.40
H 0.65 0.07 1.63
H -1.65 -1.12 1.33
H -0.15 -1.63 -0.39
H 0.16 -0.22 -1.36
H 2.44 -0.50 0.36
H 2.35 -0.75 -1.35
H 1.92 -2.96 -1.02
O 0.83 -3.28 -2.53
H 0.68 -4.22 -2.39
H -0.07 -2.95 -2.68
O -0.12 -1.90 4.01
H -0.86 -1.50 3.55
H 0.28 -2.54 3.39
O -3.67 2.24 -1.12
H -2.74 2.20 -0.88
H -4.13 2.43 -0.30
O -1.20 2.81 -2.29
H -0.98 2.52 -3.18
H -1.90 3.46 -2.42
O 3.61 0.95 2.09
H 2.70 1.21 2.01
H 3.69 1.14 3.03
O 2.10 3.01 -1.68
H 1.19 3.29 -1.79
H 2.18 2.58 -0.82
O 0.57 1.10 -3.21
H 1.19 1.58 -2.65
H 0.85 0.30 -3.65
O 0.96 0.56 3.88
H 0.73 -0.39 4.08
H 1.33 0.72 4.76
O -2.62 -0.37 -1.65
H -3.30 0.30 -1.49
H -1.89 0.20 -1.94
O -1.92 -3.13 -2.11
H -2.23 -2.26 -1.80
H -2.47 -3.30 -2.87
O 0.29 -3.78 1.90
H 0.68 -3.12 1.31
H 1.06 -4.24 2.26

The value obtained for the molar mass is 315.3 g mol⁻¹. As for the structure (SMILES): CN[C@@H](C=O)CCO.O.O.O.O.O.O.O.O.O.O.O. The LUMO energy is 0.28 eV. Its orbital gap is 9.23 eV.


ii:
The following is a DFT calculation (ωB97M-V with the def2-TZVPD basis set) of a 13-piece molecular cluster, C5H33NO13 overall.

CARTESIAN COORDINATES (ANGSTROEM)
C -0.16 -1.95 -0.62
N 0.72 -0.98 -0.39
C 0.47 0.29 0.32
C 1.91 0.88 0.49
C 2.83 0.04 -0.34
C 2.02 -1.06 -1.06
O 0.07 -2.87 -1.36
H -1.23 -1.65 -0.34
H -0.33 0.91 -0.36
H 0.13 0.07 1.31
H 2.16 1.10 1.49
H 1.81 1.98 0.30
H 3.73 -0.45 0.18
H 3.17 0.71 -1.19
H 2.50 -2.03 -1.06
H 1.85 -0.84 -2.21
H 1.20 0.00 3.39
H 0.99 0.75 4.76
O 1.50 0.63 4.03
H -2.24 2.27 -0.58
H -2.83 2.44 -2.04
O -2.47 1.82 -1.45
H -1.61 -2.17 1.59
H -2.46 -0.81 1.59
O -1.80 -1.39 2.00
H -4.64 -0.54 0.72
H -3.69 -0.02 -0.35
O -3.78 -0.32 0.51
H 2.26 -2.87 1.10
H 1.99 -3.91 2.14
O 1.48 -3.29 1.61
H -1.29 1.89 3.26
H 0.28 1.71 3.42
O -0.43 2.14 2.96
H -0.46 3.15 0.00
H -0.77 2.63 1.37
O -1.16 2.77 0.48
H -1.58 -0.37 -3.05
H -2.62 -0.78 -4.12
O -2.18 -1.03 -3.32
H 0.68 -1.97 2.66
H -0.37 -1.77 3.53
O 0.54 -1.82 3.64
H -0.93 1.51 -2.10
H 0.43 0.77 -2.26
O -0.14 1.37 -2.75
H 0.59 2.74 -2.32
H 2.18 3.15 -2.00
O 1.38 2.94 -1.55
H 0.79 -2.31 -4.11
H -0.64 -1.84 -3.71
O 0.13 -1.62 -4.20

The value obtained for the molar mass is 315.3 g mol⁻¹. The LUMO energy is 0.24 eV. Its orbital gap is 9.27 eV.


What is the stability order? It is i, ii, from most stable to least stable.


i:
The following is a DFT calculation (ωB97M-V with the def2-TZVPD basis set) of C3H4BrF in the gas phase.

CARTESIAN COORDINATES (ANGSTROEM)
C 0.17 -0.67 0.11
C 0.99 0.67 0.64
C -1.04 -0.36 -0.77
F 1.57 1.35 -0.35
Br -2.64 0.10 0.07
H 0.92 -1.21 -0.50
H 0.03 -1.18 1.07
H 0.78 1.27 1.55
H -0.77 0.04 -1.81

The value obtained for the molar mass is 139.0 g mol⁻¹. The LUMO energy (alpha / beta) is -0.29 / 0.42 eV. Its orbital gap (alpha / beta) is 8.01 / 8.73 eV.


ii:
The following is a DFT calculation (ωB97M-V with the def2-TZVPD basis set) of a 2-piece molecular cluster, C3H4BrF overall.

CARTESIAN COORDINATES (ANGSTROEM)
C 0.14 0.05 0.77
C 0.21 0.00 -0.71
C 1.48 0.12 -0.01
F 1.75 2.48 -0.17
Br 3.17 -0.45 0.05
H -0.17 1.01 1.09
H -0.37 -0.76 1.21
H 0.02 -0.95 -1.20
H -0.19 0.67 -1.43

The value obtained for the molar mass is 139.0 g mol⁻¹. The LUMO energy (alpha / beta) is -1.72 / -1.74 eV. Its orbital gap (alpha / beta) is 8.43 / 8.31 eV.


What is the stability order? It is i, ii, from most stable to least stable.


i:
The following is a DFT calculation (ωB97M-V with the def2-TZVPD basis set) of C5H8O2S in the gas phase.

CARTESIAN COORDINATES (ANGSTROEM)
C 2.78 -0.82 -0.85
S 1.96 0.02 0.63
C 0.37 0.01 -0.24
C -0.87 0.38 0.10
C -2.13 -0.02 -0.66
C -1.20 1.01 1.42
O -2.40 1.46 1.49
O -0.28 0.75 2.37
H 2.47 -0.39 -1.88
H 2.67 -1.99 -0.98
H 3.99 -0.66 -0.80
H 0.44 -0.58 -1.24
H -1.81 -0.27 -1.60
H -2.55 -0.93 -0.10
H -2.93 0.79 -0.87
H -0.51 1.24 3.22

The value obtained for the molar mass is 132.2 g mol⁻¹. As for the structure (SMILES): CS/C=C(/C)C(=O)O. The LUMO energy is 0.61 eV. Its orbital gap is 9.24 eV.


ii:
The following is a DFT calculation (ωB97M-V with the def2-TZVPD basis set) of C5H8O2S in the gas phase.

CARTESIAN COORDINATES (ANGSTROEM)
O -0.97 -1.72 0.09
C -0.98 -0.48 -0.05
C -2.50 0.02 -0.24
O -3.27 -1.07 -0.21
C 0.14 0.51 -0.05
C 1.47 -0.08 0.37
C 2.52 0.03 -0.40
S 4.08 -0.64 -0.08
H -2.37 0.71 -1.25
H -2.71 0.75 0.53
H -2.60 -1.83 -0.02
H 0.14 0.84 -1.16
H -0.18 1.34 0.79
H 1.64 -0.37 1.38
H 2.66 0.52 -1.43
H 3.86 -1.12 1.16

The value obtained for the molar mass is 132.2 g mol⁻¹. As for the structure (SMILES): O=C(CO)C/C=C/S. The LUMO energy is 0.70 eV. Its orbital gap is 9.53 eV.


iii:
The following is a DFT calculation (ωB97M-V with the def2-TZVPD basis set) of C5H8O2S in the gas phase.

CARTESIAN COORDINATES (ANGSTROEM)
O 1.42 -0.57 -1.79
C 0.00 -0.45 -1.69
C -0.31 0.11 -0.30
C 0.28 1.41 0.11
S 0.01 1.60 1.89
C -0.26 -0.21 2.21
C -0.58 -0.77 0.81
O -1.63 -0.14 0.14
H 1.70 -0.83 -2.67
H -0.38 0.37 -2.33
H -0.42 -1.45 -1.89
H -0.32 2.18 -0.39
H 1.33 1.43 -0.21
H 0.75 -0.57 2.53
H -1.03 -0.25 2.99
H -0.55 -1.85 0.60

The value obtained for the molar mass is 132.2 g mol⁻¹. As for the structure (SMILES): OC[C@]12CSC[C@H]1O2. The LUMO energy is 0.71 eV. Its orbital gap is 9.25 eV.


iv:
The following is a DFT calculation (ωB97M-V with the def2-TZVPD basis set) of C5H8O2S in the gas phase.

CARTESIAN COORDINATES (ANGSTROEM)
C 0.88 -0.68 -2.69
C 0.51 -0.54 -1.52
C -0.24 -0.16 -0.31
S -1.26 -1.64 -0.02
O -0.95 1.02 -0.68
C -1.73 1.42 0.45
O 0.50 0.11 0.81
C 1.78 -0.45 0.90
H 1.39 -0.72 -3.57
H -1.55 -1.07 1.21
H -2.09 2.33 0.20
H -1.23 1.55 1.36
H -2.51 0.69 0.82
H 2.60 0.27 1.33
H 2.12 -0.95 0.00
H 1.78 -1.18 1.71

The value obtained for the molar mass is 132.2 g mol⁻¹. As for the structure (SMILES): C#CC(S)(OC)OC. The LUMO energy is 0.75 eV. Its orbital gap is 10.18 eV.


What is the stability order? It is iii, i, ii, iv, from most stable to least stable.